ORCA calculation (the ωB97M-V functional and the def2-TZVPD basis) on a structure of composition C27H31GaN8OPS4 in a non-equilibrium geometry.

Cartesian coordinates (Å):
H (0.493, -10.657, -11.484)
H (-1.856, -12.676, -13.282)
C (-1.137, -18.074, -14.407)
S (-8.659, -20.414, -12.237)
N (-4.952, -14.740, -10.223)
P (-1.576, -13.409, -10.720)
C (-6.133, -14.419, -13.253)
C (-6.891, -14.173, -14.374)
H (1.504, -12.117, -11.534)
N (-5.045, -15.222, -13.235)
C (-6.405, -14.621, -15.607)
C (-5.248, -24.104, -9.457)
S (-7.494, -14.359, -9.162)
H (-1.362, -17.823, -12.256)
C (-6.238, -22.240, -10.702)
C (0.568, -11.700, -11.134)
C (-4.946, -18.960, -10.971)
H (-1.176, -12.294, -7.960)
C (-1.132, -15.419, -8.875)
Ga (-3.881, -15.648, -11.600)
S (-6.452, -18.416, -11.755)
H (1.097, -15.698, -10.249)
H (-5.066, -21.950, -9.031)
H (-3.285, -17.043, -17.894)
N (-0.611, -14.450, -9.879)
H (1.124, -14.110, -11.053)
H (-3.607, -10.748, -10.167)
C (-4.654, -15.784, -16.915)
H (-0.341, -15.575, -8.127)
H (-2.048, -14.964, -8.417)
C (-2.829, -16.909, -15.750)
H (-7.531, -22.767, -12.410)
N (-2.692, -16.594, -13.285)
C (-5.184, -15.267, -15.685)
N (-6.233, -20.834, -10.965)
C (-5.861, -24.964, -10.409)
N (-4.988, -20.266, -10.618)
H (-0.159, -12.583, -13.767)
C (-6.026, -14.637, -9.720)
C (-3.349, -16.433, -14.485)
H (1.387, -14.171, -9.267)
C (-3.542, -16.582, -16.939)
H (-5.575, -26.043, -10.361)
C (-4.554, -15.630, -14.439)
S (-3.789, -17.869, -10.384)
H (-4.623, -24.454, -8.622)
H (-6.505, -14.138, -12.249)
H (-4.588, -12.111, -9.498)
C (-2.280, -12.259, -8.197)
O (-2.508, -14.190, -11.677)
H (-1.163, -18.056, -16.595)
C (-5.510, -22.721, -9.635)
C (0.814, -14.623, -10.125)
H (-0.932, -11.090, -13.167)
C (-6.934, -23.104, -11.554)
H (-7.050, -14.385, -16.455)
H (-5.164, -15.457, -17.815)
C (-7.164, -20.011, -11.604)
H (-2.785, -12.986, -7.503)
H (-3.920, -12.279, -11.136)
H (-7.791, -13.615, -14.377)
C (-3.735, -11.863, -10.142)
N (-0.591, -12.439, -11.632)
C (-6.736, -24.469, -11.421)
H (0.604, -11.701, -10.003)
H (-7.246, -25.142, -12.107)
C (-1.632, -17.721, -15.656)
H (-1.422, -16.368, -9.289)
N (-2.510, -12.521, -9.631)
C (-0.886, -12.222, -13.028)
H (-0.338, -18.846, -14.335)
C (-1.694, -17.511, -13.247)
H (-2.729, -11.276, -7.975)

Values from the calculation:
Total charge: +1
Gap between HOMO and LUMO: 5.33 eV
HOMO level: -9.4340 eV
Largest force on an atom: 4.005 eV Å⁻¹
Multiplicity: 1
Calculated total energy: -5419.5599 Ha

ORCA calculation (the ωB97M-V functional and the def2-TZVPD basis) on a structure of composition C27H31N2O2P2PdS2 in a non-equilibrium geometry.

Cartesian coordinates (Å):
H (5.538, 2.343, 0.453)
N (-0.272, 2.093, 0.559)
C (1.185, -1.891, 1.055)
H (-3.909, 1.460, 3.248)
H (4.102, 0.709, -2.788)
C (0.051, -0.872, 3.375)
C (-2.987, 1.926, -3.366)
C (-2.318, 2.984, 2.243)
H (-1.969, -5.608, 1.177)
H (-4.391, 0.537, -4.141)
H (5.161, -0.188, 0.287)
H (5.566, 1.181, -1.884)
O (-4.393, 2.293, 3.292)
C (-1.794, 2.065, -4.101)
H (3.614, -0.268, 1.174)
H (-0.921, -7.741, 0.512)
H (-6.193, 1.892, -3.869)
C (-0.329, -4.413, 0.519)
C (1.723, -2.202, 2.301)
H (-0.798, -3.480, 0.796)
H (-0.419, -0.503, 4.278)
H (-3.809, 1.867, -1.409)
C (-1.510, 2.371, 0.053)
H (1.341, -7.741, -0.476)
H (-3.505, 3.051, 0.468)
C (4.482, 2.614, 0.442)
C (0.131, -0.985, 0.971)
C (4.525, 1.430, -2.092)
N (-0.513, 2.239, -2.091)
C (-0.605, 2.175, -3.421)
H (-1.808, 2.066, -5.183)
C (-0.471, -0.537, 2.138)
C (-1.020, 2.746, 2.731)
C (-0.047, 2.339, 1.840)
C (1.177, -1.674, 3.456)
C (-0.395, -6.808, 0.360)
H (-4.004, 4.203, 2.782)
C (4.076, -0.152, 0.194)
H (0.335, 2.249, -3.961)
H (-0.271, -0.679, 0.004)
H (1.610, -1.904, 4.421)
H (-4.207, 2.013, -5.120)
S (1.513, -0.571, -2.718)
O (-5.392, 2.207, -3.436)
H (-3.054, 3.603, 4.168)
H (0.964, 2.151, 2.187)
H (-1.363, 0.072, 2.083)
H (4.369, 3.611, 0.021)
C (-2.912, 1.990, -1.995)
C (0.871, -6.805, -0.203)
S (0.551, -2.174, -1.940)
H (2.566, -2.877, 2.359)
C (1.532, -5.607, -0.412)
H (4.099, 2.632, 1.460)
C (-1.671, 2.200, -1.368)
H (3.733, -0.975, -0.435)
C (0.938, -4.399, -0.056)
C (-0.986, -5.609, 0.726)
C (-4.275, 1.632, -4.089)
P (3.488, 1.414, -0.569)
H (2.516, -5.600, -0.859)
Pd (1.215, 1.296, -1.061)
H (4.472, 2.422, -2.538)
C (-3.445, 3.346, 3.169)
C (-2.538, 2.825, 0.892)
H (-0.796, 2.855, 3.782)
P (1.848, -2.840, -0.394)

Values from the calculation:
Total charge: -1
Gap between HOMO and LUMO (alpha / beta): 4.57 / 4.57 eV
Energy relative to the best compared isomer or geometry (same formula, charge and spin): 47.4 kcal per mole
HOMO level (alpha / beta): -2.0811 / -2.0827 eV
Largest force on an atom: 1.115 eV Å⁻¹
Multiplicity: 1
Calculated total energy: -2914.4923 Ha